Formula: C13H33F2NO10PS
Source: the OMol25 dataset
Level of theory: the ωB97M-V functional and the def2-TZVPD basis

The calculation puts the highest occupied orbital energy at -5.6 eV. The charge is -1.

Positions of all 61 atoms, in Å:
C  -3.5773  -1.8102  4.8267
S  -3.2797  -2.9358  3.3839
O  -2.6780  -4.2705  3.8193
O  -4.6678  -3.2848  2.8225
P  -2.1497  -2.0268  1.7453
O  -3.1921  -0.6427  1.6538
C  -0.9164  -1.1440  2.9608
C  -0.2667  -2.1246  4.0441
O  0.3584  -3.1950  3.8133
N  -3.2501  -2.8854  0.6059
C  -2.5419  -3.6504  -0.4222
O  -1.3336  -3.6009  -0.7143
F  -3.3640  -4.5324  -1.2285
C  -4.1562  -1.9847  -0.1264
O  -5.3954  -1.9406  0.1100
F  -3.7199  -1.1229  -1.2125
H  -4.0974  -2.4012  5.6774
H  -2.6449  -1.3117  5.2603
H  -4.2940  -0.9574  4.5083
H  -1.2663  -3.1731  1.8217
H  -1.3708  -1.4233  0.6707
H  -3.3369  -0.2181  2.5258
H  -1.3711  -0.2333  3.4866
H  -0.0279  -0.7300  2.3172
H  -0.3287  -1.7966  5.1595
C  3.8285  0.4685  0.8324
C  3.0728  -0.8423  0.9202
O  1.6817  -0.6185  0.7368
H  3.4690  1.1705  1.5903
H  4.9011  0.3115  0.9770
H  3.6693  0.9401  -0.1415
H  3.2151  -1.3013  1.9011
H  3.4197  -1.5454  0.1561
H  1.5626  -0.2208  -0.1368
C  4.7757  0.7875  -4.4087
C  3.4678  1.0549  -3.6894
O  3.7006  1.2341  -2.2996
H  5.2615  -0.1036  -4.0025
H  4.6103  0.6423  -5.4793
H  5.4715  1.6211  -4.2702
H  2.7849  0.2115  -3.8123
H  2.9813  1.9536  -4.0834
H  4.3018  1.9916  -2.1976
C  -6.6487  1.3075  -1.1432
C  -7.3926  0.7894  -2.3570
O  -6.4841  0.1792  -3.2642
H  -5.8871  2.0336  -1.4406
H  -7.3349  1.7844  -0.4382
H  -6.1292  0.4923  -0.6314
H  -7.8928  1.6089  -2.8788
H  -8.1485  0.0523  -2.0669
H  -6.0520  -0.5506  -2.7973
C  7.0863  4.9186  -1.3857
C  6.3272  3.6305  -1.1384
O  5.1023  3.6353  -1.8650
H  6.4864  5.7813  -1.0838
H  8.0263  4.9304  -0.8291
H  7.3062  5.0400  -2.4506
H  6.0904  3.5236  -0.0779
H  6.9174  2.7628  -1.4496
H  5.3204  3.7216  -2.8042